# 1
Density functional theory data (the ωB97M-V functional and the def2-TZVPD basis) for a 2-piece molecular cluster, C4H12 overall at a distorted geometry.

Cartesian coordinates (Å):
C: 2.1382 -0.7530 1.7574
C: 1.7449 0.6694 1.3104
H: 3.1770 -0.8472 2.0796
H: 1.4480 -1.0920 2.5191
H: 2.1123 -1.4711 0.9317
H: 2.5622 1.1465 0.7771
H: 1.3133 1.2572 2.1136
H: 0.9401 0.5185 0.5890
C: -1.1931 -0.0402 -1.7306
C: -2.6726 0.1941 -1.3179
H: -0.5607 0.2500 -0.8937
H: -1.0417 -1.0847 -1.9760
H: -0.8821 0.5903 -2.5620
H: -2.7410 0.9194 -0.5119
H: -3.0365 -0.7632 -0.9426
H: -3.3083 0.5061 -2.1431

Forces on atoms 1 to 6 (eV/Å):
C 0.41 0.09 -0.38
C -0.30 -1.26 -0.57
H -0.15 0.30 0.53
H 0.08 -0.27 0.26
H -0.37 0.19 -0.08
H -0.01 0.35 0.22

Its gap between HOMO and LUMO is 0.466 Ha. The net charge is 0. Its highest occupied orbital energy is -11.5492 eV.

Atom charges from the natural (NBO) analysis, given in e for atoms 1 to 6:
1. C -0.608
2. C -0.608
3. H 0.202
4. H 0.203
5. H 0.201
6. H 0.206

***

# 2
Density functional theory data (the ωB97M-V functional and the def2-TZVPD basis) for an isolated ion of composition C5H11F3O3PS and charge +1 at a distorted geometry.

Cartesian coordinates (Å):
C: 0.7202 -2.3129 0.6644
C: 0.5349 0.3995 -2.1123
C: -2.2241 1.5351 1.7142
C: 0.2447 -1.6812 -0.6354
C: 0.6413 -0.2531 -0.7739
O: -2.3291 0.0833 -0.5413
O: -1.5929 2.4203 -0.7304
O: -0.1402 0.7171 0.3539
F: 2.0355 1.9803 0.1605
F: 1.7739 0.2785 1.8786
F: 3.3422 0.0678 0.1749
P: 1.8384 0.4686 0.3537
S: -1.7237 1.2344 0.0308
H: 0.2495 -1.8421 1.5197
H: 0.4671 -3.3687 0.6797
H: 1.8050 -2.2250 0.7593
H: 1.3744 0.0963 -2.7427
H: -0.3931 0.0936 -2.5997
H: 0.5364 1.4868 -2.0316
H: -2.1787 2.6038 1.8837
H: -3.2379 1.1684 1.8234
H: -1.5583 1.0061 2.3859
H: -0.8461 -1.7371 -0.7222
H: 0.6605 -2.2199 -1.4933

Forces on atoms 1 to 6 (eV/Å):
C -0.09 -0.06 -0.17
C 0.21 0.38 -0.38
C 0.11 0.05 -0.30
C 0.08 -0.49 0.30
C -1.16 1.25 1.14
O -0.23 -0.15 0.24

Its gap between HOMO and LUMO is 0.431 Ha. The net charge is +1. Its highest occupied orbital energy is -15.6594 eV.

Atom charges from the natural (NBO) analysis, given in e for atoms 1 to 6:
1. C -0.623
2. C -0.694
3. C -0.869
4. C -0.490
5. C 0.043
6. O -0.898

***

# 3
Density functional theory data (the ωB97M-V functional and the def2-TZVPD basis) for CH2F3NOS as an isolated structure at a distorted geometry.

Cartesian coordinates (Å):
C: 1.2890 0.1562 -0.1346
N: -0.8807 0.9181 1.1122
O: -1.3116 -0.5979 -0.9247
F: 1.5583 1.3254 -0.7675
F: 1.7061 -0.8570 -0.9545
F: 0.3660 -1.6866 1.2672
S: -0.5371 -0.2151 0.1904
H: 1.8437 -0.0059 0.9265
H: -1.7247 1.3867 1.1291

Forces on atoms 1 to 6 (eV/Å):
C 2.27 -1.66 1.08
N 2.74 -2.09 -0.33
O -0.28 -1.23 -0.50
F -0.89 -1.04 0.88
F -0.40 0.97 0.43
F -2.11 1.95 -1.64

Its gap between HOMO and LUMO is 0.374 Ha. The net charge is 0. Its highest occupied orbital energy is -11.6897 eV.

Atom charges from the natural (NBO) analysis, given in e for atoms 1 to 6:
1. C 0.378
2. N -1.015
3. O -0.806
4. F -0.307
5. F -0.322
6. F -0.597

***

# 4
Density functional theory data (the ωB97M-V functional and the def2-TZVPD basis) for an isolated molecule of C22H20N2O6 at a distorted geometry.

Cartesian coordinates (Å):
C: 2.0710 -6.7688 1.9691
O: 1.0837 -6.2273 1.1245
C: 1.1193 -4.9008 0.8547
C: 2.0579 -4.0098 1.3472
C: 2.0007 -2.6739 0.9986
C: 1.0030 -2.2025 0.1563
C: 0.9865 -0.8082 -0.2249
N: 1.8137 0.0170 0.2778
N: 1.7820 1.2965 -0.1215
C: 2.6171 2.2406 0.3941
O: 3.4675 2.0402 1.2244
C: 2.3797 3.6234 -0.2304
O: 1.0871 3.8128 -0.7523
C: 0.0404 3.9352 0.1285
C: 0.1399 3.7616 1.4856
C: -0.9957 3.9007 2.2987
C: -2.2134 4.2023 1.7622
C: -2.3534 4.3804 0.3694
C: -3.5947 4.6891 -0.2246
C: -3.7050 4.8573 -1.5767
C: -2.5771 4.7255 -2.3997
C: -1.3581 4.4267 -1.8567
C: -1.2158 4.2470 -0.4663
C: 0.0311 -3.0981 -0.3457
C: -1.0151 -2.4990 -1.2306
O: -0.9991 -2.4760 -2.4329
O: -1.9840 -1.9062 -0.5159
C: 0.0844 -4.4433 -0.0067
O: -0.7635 -5.4327 -0.3776
C: -1.8308 -5.1925 -1.2601
H: 1.8442 -7.8314 2.0381
H: 2.0332 -6.3248 2.9689
H: 3.0740 -6.6392 1.5505
H: 2.8436 -4.3492 2.0021
H: 2.7299 -1.9724 1.3680
H: 0.2532 -0.4840 -0.9745
H: 1.1001 1.5853 -0.8299
H: 3.0555 3.7268 -1.0861
H: 2.6390 4.3916 0.5075
H: 1.0791 3.5087 1.9519
H: -0.8857 3.7596 3.3634
H: -3.0844 4.3072 2.3918
H: -4.4602 4.7914 0.4145
H: -4.6608 5.0950 -2.0204
H: -2.6782 4.8637 -3.4661
H: -0.4834 4.3280 -2.4810
H: -2.6281 -1.4753 -1.1018
H: -1.4827 -4.8652 -2.2431
H: -2.5343 -4.4598 -0.8527
H: -2.3387 -6.1514 -1.3592

Forces on atoms 1 to 6 (eV/Å):
C 0.17 -0.07 0.14
O -0.19 0.21 -0.18
C -0.13 0.09 -0.14
C -0.13 -0.32 -0.01
C -0.31 0.20 -0.29
C 0.20 -0.87 0.38

Its gap between HOMO and LUMO is 0.304 Ha. The net charge is 0. Its highest occupied orbital energy is -7.9059 eV.

Atom charges from the natural (NBO) analysis, given in e for atoms 1 to 6:
1. C -0.252
2. O -0.475
3. C 0.274
4. C -0.289
5. C -0.163
6. C -0.091

***

# 5
Density functional theory data (the ωB97M-V functional and the def2-TZVPD basis) for a 15-piece molecular cluster, C15H60O15 overall at a distorted geometry.

Cartesian coordinates (Å):
C: 1.9870 0.7660 3.0070
O: 3.2779 0.5557 3.5655
H: 2.1081 0.7469 1.9240
H: 1.2675 0.0090 3.3190
H: 1.4051 1.6581 3.2390
H: 3.4927 -0.3646 3.3965
C: -0.7383 4.3742 -0.1175
O: -0.1501 3.8559 1.0318
H: -0.2345 5.2744 -0.4694
H: -0.7207 3.7118 -0.9829
H: -1.7972 4.6262 -0.0593
H: -0.1670 4.4975 1.7457
C: -0.1130 -0.0196 0.0207
O: -1.2072 0.0503 -0.8674
H: 0.2035 0.9935 0.2688
H: -0.3482 -0.5029 0.9690
H: 0.7203 -0.5271 -0.4651
H: -1.9836 0.2778 -0.3506
C: 0.9572 -1.5008 -4.0716
O: 1.5316 -0.5851 -5.0379
H: 1.4892 -1.4378 -3.1223
H: -0.0377 -1.0818 -3.9210
H: 0.9942 -2.5060 -4.4914
H: 1.4712 0.2826 -4.6316
C: -0.8039 -3.6426 -1.1444
O: 0.5379 -4.0735 -0.9268
H: -1.3812 -4.1038 -1.9457
H: -1.3451 -3.8183 -0.2147
H: -0.7691 -2.5771 -1.3716
H: 0.6228 -5.0270 -0.8545
C: -1.6832 -1.8108 5.1305
O: -0.8273 -1.6141 4.0558
H: -1.8491 -2.8355 5.4631
H: -1.2160 -1.2268 5.9234
H: -2.6828 -1.4138 4.9535
H: -1.0153 -0.7171 3.7702
C: 1.1354 -2.9334 1.9517
O: 0.5219 -3.6480 2.9810
H: 0.3605 -2.4237 1.3791
H: 1.8415 -2.1842 2.3096
H: 1.7142 -3.6224 1.3365
H: 0.1709 -3.0028 3.5991
C: -3.5551 -2.3410 1.5112
O: -3.7114 -3.7312 1.2266
H: -3.4754 -2.3947 2.5970
H: -2.6647 -1.9373 1.0292
H: -4.3782 -1.7264 1.1469
H: -3.0170 -4.2002 1.6949
C: -2.2200 1.5417 3.0550
O: -1.0943 0.9307 3.6699
H: -2.9613 1.8451 3.7943
H: -1.9424 2.4660 2.5483
H: -2.7004 0.8234 2.3907
H: -0.7264 1.4559 4.3843
C: 2.9340 4.0512 -0.4158
O: 2.1282 2.9428 -0.1151
H: 3.9465 3.7835 -0.1138
H: 2.9857 4.1626 -1.4988
H: 2.5889 4.9804 0.0377
H: 1.2843 3.1789 0.2770
C: -3.7786 2.2657 -0.7666
O: -3.7486 1.0740 0.0084
H: -3.5718 3.0923 -0.0869
H: -2.9941 2.1803 -1.5184
H: -4.7266 2.5027 -1.2496
H: -4.3517 1.2031 0.7440
C: -2.8619 -0.2705 -3.8743
O: -2.5651 -1.2063 -2.9167
H: -3.5273 -0.7529 -4.5903
H: -3.3675 0.6473 -3.5742
H: -2.0335 0.0621 -4.4999
H: -1.9472 -0.7632 -2.3306
C: 0.3606 2.4259 -3.1938
O: 0.7615 1.9211 -4.4052
H: -0.5891 1.9896 -2.8843
H: 1.0216 2.1741 -2.3644
H: 0.2612 3.5104 -3.1486
H: 0.4514 2.4681 -5.1307
C: 3.6907 -3.3151 -1.9788
O: 2.9103 -2.6442 -0.9845
H: 3.4778 -3.0287 -3.0087
H: 4.7267 -3.2187 -1.6537
H: 3.4321 -4.3533 -1.7708
H: 2.0583 -3.0669 -0.8542
C: 4.7921 1.1002 -0.1411
O: 3.6779 0.8741 -0.9698
H: 5.3955 1.9485 -0.4639
H: 4.4833 1.2236 0.8970
H: 5.4012 0.1981 -0.1976
H: 2.9997 1.4483 -0.6065

Forces on atoms 1 to 6 (eV/Å):
C -0.61 -0.77 -0.86
O -0.23 0.67 0.65
H -0.40 -0.02 -0.21
H 0.23 -0.51 -0.12
H 1.15 0.65 0.48
H 0.01 0.00 -0.02

Its gap between HOMO and LUMO (alpha / beta) is 0.092 / 0.353 Ha. The net charge is -1. Its highest occupied orbital energy (alpha / beta) is -0.1271 / -7.2635 eV. As for the multiplicity: 2. Its expectation value of S² is 0.750.

Atom charges from the Löwdin analysis, given in e for atoms 1 to 6:
1. C -0.167
2. O -0.119
3. H 0.066
4. H 0.052
5. H 0.068
6. H 0.066

***

# 6
Density functional theory data (the ωB97M-V functional and the def2-TZVPD basis) for C19H34N4O5PPtS2 as an isolated structure at a distorted geometry.

Cartesian coordinates (Å):
Pt: 0.8009 0.0615 0.2453
O: 1.1252 3.1200 -0.4266
C: 0.0325 3.8038 0.1730
C: -1.1615 3.6118 -0.7299
C: -1.4605 2.1292 -1.0100
C: -1.8560 1.4292 0.2510
C: -3.1461 1.5986 0.7458
C: -3.5402 0.9835 1.9132
C: -2.6193 0.2112 2.6101
C: -1.3554 0.0788 2.0880
N: -0.9853 0.6545 0.9253
H: 1.9372 3.3825 0.0190
H: 0.2665 4.8655 0.2805
H: -0.1650 3.3966 1.1725
H: -0.9770 4.1148 -1.6801
H: -2.0323 4.0796 -0.2605
H: -0.5899 1.6395 -1.4419
H: -2.2771 2.0442 -1.7264
H: -3.8330 2.2228 0.1885
H: -4.5492 1.1079 2.2849
H: -2.8748 -0.2825 3.5366
H: -0.5916 -0.4902 2.5969
N: 0.9261 -4.0649 0.4243
C: 0.8730 -3.9715 -0.9514
C: 0.4047 -2.7285 -1.2107
N: 0.1701 -2.0609 -0.0119
C: 0.5138 -2.9002 0.9439
H: 1.2584 -4.8551 0.9512
H: 1.1658 -4.7800 -1.5987
H: 0.2358 -2.2537 -2.1621
H: 0.4658 -2.7049 2.0032
N: -3.3554 -3.0302 -0.5334
C: -4.1346 -2.1180 -1.3703
C: -3.3329 -0.8798 -1.7431
O: -3.8241 0.0993 -2.2280
O: -2.0149 -0.9662 -1.4913
H: -3.6523 -3.9892 -0.6453
H: -3.4551 -2.7956 0.4465
H: -1.8798 -1.8417 -1.0713
H: -5.0687 -1.7794 -0.9240
H: -4.3818 -2.6068 -2.3127
C: 4.9705 1.1039 -2.2030
C: 3.9466 1.9981 -1.5287
C: 4.2604 3.4621 -1.7623
O: 3.9673 1.8253 -0.0675
P: 3.5968 0.5684 0.8118
S: 2.9141 -0.9427 -0.2793
S: 2.1248 0.9887 2.0866
O: 4.9224 0.2115 1.5572
C: 5.9270 1.0765 2.2016
C: 5.3026 2.2652 2.9036
C: 6.9632 1.4679 1.1714
H: 5.1967 1.5125 -3.1887
H: 4.6191 0.0826 -2.3273
H: 5.8970 1.0874 -1.6230
H: 2.9385 1.7691 -1.8648
H: 5.3023 3.6694 -1.5086
H: 3.6252 4.1158 -1.1654
H: 4.1076 3.7024 -2.8145
H: 6.3679 0.4083 2.9358
H: 4.7727 2.9078 2.1985
H: 6.0968 2.8503 3.3685
H: 4.6065 1.9508 3.6817
H: 6.5171 2.0952 0.3992
H: 7.4004 0.5843 0.7050
H: 7.7619 2.0307 1.6576

Forces on atoms 1 to 6 (eV/Å):
Pt 1.53 -1.57 1.07
O 0.18 0.12 -0.15
C 0.13 -0.05 0.00
C -0.12 -0.05 -0.05
C 0.16 0.05 0.14
C -0.11 -0.21 0.10

Its gap between HOMO and LUMO is 0.290 Ha. The net charge is +1. Its highest occupied orbital energy is -10.8048 eV.

Atom charges from the natural (NBO) analysis, given in e for atoms 1 to 6:
1. Pt 0.747
2. O -0.741
3. C -0.067
4. C -0.405
5. C -0.458
6. C 0.293

***

# 7
Density functional theory data (the ωB97M-V functional and the def2-TZVPD basis) for an isolated ion of composition C4H11IN3 and charge +1 at a distorted geometry.

Cartesian coordinates (Å):
C: 0.5744 0.0983 2.7153
C: 0.7826 1.1281 1.6559
C: 0.9069 0.4477 -0.0383
I: 1.8192 1.9358 -1.4351
N: -0.4289 0.0038 -0.3527
C: -0.7524 -0.6559 -1.4282
N: -2.0113 -0.9825 -1.7589
N: 0.1124 -0.9583 -2.3927
H: 0.6919 -0.9012 2.3058
H: 1.2413 0.2519 3.5563
H: -0.4342 0.2146 3.2224
H: -0.1098 1.8063 1.4857
H: 1.6901 1.8099 1.7149
H: 1.6693 -0.4076 0.0032
H: -1.1906 0.1498 0.3779
H: -2.3829 -0.9827 -2.7142
H: -2.7690 -0.7104 -1.2513
H: -0.4256 -1.4015 -3.1274
H: 1.0165 -0.8461 -2.5385

Forces on atoms 1 to 6 (eV/Å):
C -1.26 0.10 1.05
C 0.23 1.57 -4.37
C 1.43 0.34 3.35
I -0.78 -0.80 0.85
N -1.01 0.39 2.22
C 0.41 0.44 -2.10

Its gap between HOMO and LUMO is 0.355 Ha. The net charge is +1. Its highest occupied orbital energy is -13.1086 eV.

Atom charges from the natural (NBO) analysis, given in e for atoms 1 to 6:
1. C -0.672
2. C -0.346
3. C -0.191
4. I 0.130
5. N -0.599
6. C 0.689

***

# 8
Density functional theory data (the ωB97M-V functional and the def2-TZVPD basis) for C3H3EuO2 as an isolated structure at a distorted geometry.

Cartesian coordinates (Å):
C: 0.3096 -0.4980 -1.2279
C: 0.3793 0.7422 -0.3917
H: 1.3723 0.9055 0.0729
H: 1.1235 -0.5343 -1.9673
H: 0.1124 1.6846 -0.9056
O: -0.8901 -1.1113 2.0677
C: -0.0490 -0.2278 1.8085
O: -0.5747 0.5445 0.6934
Eu: -1.7832 -1.5054 -0.1500

Forces on atoms 1 to 6 (eV/Å):
C 1.16 1.78 0.01
C -0.80 -1.26 0.99
H 0.00 -0.15 -0.37
H -0.12 0.05 0.08
H 0.17 -0.35 -0.26
O 0.02 0.37 -0.66

Its gap between HOMO and LUMO (alpha / beta) is 0.196 / 0.197 Ha. The net charge is +1. Its highest occupied orbital energy (alpha / beta) is -11.8273 / -11.8257 eV. As for the multiplicity: 8. Its expectation value of S² is 15.760.

Atom charges from the Löwdin analysis, given in e for atoms 1 to 6:
1. C 0.107
2. C -0.281
3. H 0.149
4. H 0.050
5. H 0.156
6. O -0.247

***

Number 1: E -4342.2576 eV. Number 2: E -39776.6261 eV. Number 3: E -23591.0475 eV. Number 4: E -38402.5213 eV. Number 5: E -47233.2460 eV. Number 6: E -70657.5771 eV. Number 7: E -16890.1478 eV. Number 8: E -26571.5359 eV.